[1]
This record from the OMol25 dataset describes C46H36CrN6O5P2S6Se2 as an isolated structure at a distorted geometry. The level of theory is ωB97M-V/def2-TZVPD.

As for the highest occupied orbital energy (spin up / spin down): -0.002 / -0.084 hartree. As for the total charge: -2. The value obtained for the electronic energy is -11398.51993 Ha. As for the HOMO-LUMO gap (spin up / spin down): 2.79 / 4.91 eV. The lowest unoccupied orbital energy (spin up / spin down) is 2.75 / 2.64 eV. For the energy above the lowest of the compared OMol25 structures with the same formula, charge and spin, the calculation gives 88.24 kJ/mol. As for the spin multiplicity: 5.

Each line ends with the Löwdin charge.
CARTESIAN COORDINATES (ANGSTROEM)
Cr (-1.902, 1.911, 0.494)  0.50
S (-6.495, 3.717, 5.973)  0.44
C (-5.462, 3.329, 4.759)  -1.53
S (-5.787, 3.695, 3.091)  0.88
C (-4.279, 3.079, 2.425)  -1.11
C (-3.416, 2.535, 3.327)  -1.12
S (-1.853, 1.936, 2.936)  0.62
S (-3.937, 2.524, 5.003)  0.88
S (-3.975, 3.242, 0.746)  0.67
Se (5.084, 2.430, 0.832)  0.29
P (3.982, 0.652, 0.709)  0.53
C (4.562, -0.383, -0.671)  -0.35
C (5.264, 0.223, -1.708)  -0.12
C (5.774, -0.540, -2.739)  -0.09
C (5.585, -1.916, -2.741)  -0.09
C (4.879, -2.522, -1.712)  -0.08
C (4.359, -1.761, -0.685)  -0.11
C (4.299, -0.280, 2.238)  -0.35
C (5.278, -1.260, 2.323)  -0.08
C (5.618, -1.782, 3.558)  -0.09
C (5.012, -1.303, 4.707)  -0.10
C (4.064, -0.294, 4.626)  -0.09
C (3.706, 0.217, 3.394)  -0.10
C (2.209, 0.902, 0.651)  -0.41
C (0.965, 0.325, 0.308)  -0.37
N (0.047, 1.253, 0.655)  -0.11
N (0.678, 2.298, 1.152)  -0.06
N (1.951, 2.118, 1.151)  -0.02
P (0.553, -1.392, -0.050)  0.59
Se (-1.441, -2.026, -0.185)  0.55
C (1.420, -1.870, -1.575)  -0.36
C (1.268, -3.181, -2.023)  -0.12
C (1.783, -3.558, -3.246)  -0.08
C (2.420, -2.624, -4.051)  -0.09
C (2.532, -1.309, -3.626)  -0.09
C (2.034, -0.930, -2.394)  -0.12
C (1.333, -2.180, 1.404)  -0.34
C (1.040, -1.589, 2.631)  -0.08
C (1.582, -2.103, 3.793)  -0.08
C (2.414, -3.209, 3.741)  -0.09
C (2.656, -3.832, 2.528)  -0.08
C (2.102, -3.335, 1.362)  -0.11
H (5.412, 1.296, -1.687)  0.05
H (6.330, -0.064, -3.537)  0.10
H (5.986, -2.515, -3.545)  0.10
H (4.729, -3.592, -1.715)  0.11
H (3.793, -2.215, 0.114)  0.08
H (5.772, -1.606, 1.426)  0.10
H (6.369, -2.558, 3.619)  0.10
H (5.290, -1.711, 5.670)  0.10
H (3.608, 0.093, 5.527)  0.11
H (2.981, 1.018, 3.318)  0.11
H (0.713, -3.882, -1.417)  0.09
H (1.674, -4.577, -3.588)  0.10
H (2.830, -2.923, -5.006)  0.10
H (3.006, -0.572, -4.257)  0.11
H (2.123, 0.096, -2.060)  0.11
H (0.388, -0.723, 2.670)  0.11
H (1.363, -1.629, 4.738)  0.11
H (2.872, -3.589, 4.643)  0.10
H (3.287, -4.709, 2.484)  0.10
H (2.270, -3.839, 0.420)  0.09
O (-1.516, 1.325, -1.625)  -0.57
S (-2.385, 0.320, -2.313)  0.95
C (-1.174, -0.394, -3.556)  -0.29
C (-1.532, 0.117, -4.939)  -0.24
C (-2.128, 1.502, -4.709)  -0.25
C (-3.191, 1.297, -3.652)  -0.27
H (-1.223, -1.478, -3.474)  0.08
H (-0.194, -0.053, -3.235)  0.07
H (-2.285, -0.529, -5.400)  0.11
H (-0.660, 0.146, -5.598)  0.10
H (-2.527, 1.943, -5.627)  0.11
H (-1.355, 2.163, -4.313)  0.10
H (-4.020, 0.694, -4.017)  0.10
H (-3.571, 2.204, -3.192)  0.10
N (0.498, 8.846, -0.672)  0.16
C (0.159, 7.752, -0.518)  -0.19
C (-0.263, 6.437, -0.322)  -0.21
C (-0.421, 5.531, -1.388)  0.01
C (-0.849, 4.254, -1.128)  -0.08
N (-1.124, 3.786, 0.101)  -0.08
C (-0.946, 4.648, 1.122)  -0.13
C (-0.543, 5.946, 0.970)  0.03
H (-0.197, 5.837, -2.399)  0.12
H (-0.974, 3.546, -1.937)  0.11
H (-1.130, 4.248, 2.109)  0.07
H (-0.430, 6.585, 1.832)  0.12
O (-4.119, 0.943, -1.011)  -0.23
C (-3.999, 0.189, -0.003)  -0.69
O (-3.001, 0.295, 0.771)  -0.27
C (-5.002, -0.848, 0.260)  -0.16
C (-6.187, -0.867, -0.488)  -0.03
C (-7.117, -1.854, -0.292)  -0.02
C (-6.869, -2.865, 0.649)  -0.19
C (-5.692, -2.842, 1.413)  -0.02
C (-4.776, -1.837, 1.225)  -0.05
N (-7.796, -3.900, 0.810)  -0.46
O (-7.556, -4.801, 1.632)  -0.10
O (-8.832, -3.896, 0.120)  -0.10
H (-6.341, -0.086, -1.217)  0.11
H (-8.045, -1.886, -0.844)  0.09
H (-5.534, -3.627, 2.136)  0.10
H (-3.860, -1.801, 1.795)  0.09

Forces on atoms 1 to 2 (eV/Å):
Cr -1.855 -1.120 0.437
S -0.307 0.082 0.413

---

[2]
This record from the OMol25 dataset describes C8H10F6KO4 as an isolated structure at a distorted geometry. The level of theory is ωB97M-V/def2-TZVPD.

As for the highest occupied orbital energy: -0.534 hartree. As for the total charge: +1. The value obtained for the electronic energy is -1810.78824 Ha. As for the HOMO-LUMO gap: 10.81 eV. The lowest unoccupied orbital energy is -3.73 eV. For the energy above the lowest of the compared OMol25 structures with the same formula, charge and spin, the calculation gives 52.12 kJ/mol. As for the spin multiplicity: 1.

Each line ends with the Löwdin charge.
CARTESIAN COORDINATES (ANGSTROEM)
K (-3.146, 0.511, -0.905)  0.95
C (1.283, 2.468, -4.082)  -0.04
C (0.477, 2.266, -2.809)  -0.21
O (1.331, 2.025, -1.695)  0.08
C (0.773, 1.561, -0.604)  -0.38
O (-0.373, 1.245, -0.443)  0.08
C (1.748, 1.461, 0.585)  -0.54
F (1.965, 0.178, 0.906)  0.18
F (2.915, 2.035, 0.305)  0.19
F (1.195, 2.062, 1.641)  0.18
H (0.585, 2.661, -4.902)  0.09
H (1.896, 1.641, -4.424)  0.09
H (1.799, 3.419, -3.952)  0.09
H (-0.308, 1.513, -2.908)  0.11
H (-0.084, 3.193, -2.644)  0.14
C (-0.785, -3.810, 0.805)  -0.04
C (-0.090, -2.459, 0.745)  -0.20
O (-0.208, -1.801, 1.997)  0.07
C (-1.181, -0.971, 2.222)  -0.39
O (-1.986, -0.587, 1.410)  0.04
C (-1.319, -0.502, 3.688)  -0.56
F (-0.328, -0.974, 4.451)  0.18
F (-1.323, 0.813, 3.718)  0.20
F (-2.458, -0.994, 4.176)  0.18
H (-1.872, -3.711, 0.875)  0.08
H (-0.402, -4.476, 1.571)  0.09
H (-0.683, -4.306, -0.166)  0.09
H (-0.389, -1.828, -0.094)  0.12
H (0.966, -2.633, 0.535)  0.13

Forces on atoms 1 to 2 (eV/Å):
K 0.397 -0.039 0.468
C -0.634 0.566 0.058

---

[3]
This record from the OMol25 dataset describes C4H9N3O as an isolated structure at a distorted geometry. The level of theory is ωB97M-V/def2-TZVPD.

As for the highest occupied orbital energy: -0.311 hartree. The value obtained for the electronic energy is -397.29287 Ha. As for the HOMO-LUMO gap: 9.31 eV. The lowest unoccupied orbital energy is 0.85 eV. For the energy above the lowest of the compared OMol25 structures with the same formula, charge and spin, the calculation gives 151.69 kJ/mol. As for the spin multiplicity: 1.

Each line ends with the Löwdin charge.
CARTESIAN COORDINATES (ANGSTROEM)
C (-0.899, 1.116, 1.405)  -0.08
C (0.439, -1.698, 0.310)  -0.02
C (-0.805, 0.633, -1.025)  -0.53
C (0.739, -0.451, -0.488)  -0.52
N (2.088, -0.204, -0.639)  0.12
O (-1.957, 1.187, -1.421)  0.12
N (-0.058, -0.222, -1.668)  0.13
N (-0.214, 0.834, 0.167)  0.00
H (-2.138, 0.875, -2.318)  0.12
H (2.297, 0.595, -1.219)  0.10
H (2.640, -0.246, 0.205)  0.09
H (-0.184, 1.495, 2.137)  0.08
H (-1.395, 0.231, 1.826)  0.08
H (-1.663, 1.879, 1.236)  0.08
H (0.905, -1.648, 1.295)  0.08
H (-0.634, -1.820, 0.425)  0.08
H (0.839, -2.557, -0.228)  0.09

Forces on atoms 1 to 2 (eV/Å):
C -0.024 -0.259 0.054
C -0.004 0.188 -0.140